Record 1
Density functional theory data (ωB97M-V/def2-TZVPD) for a cluster of 4 separate species, C18H34BN4O10 in total at a distorted geometry.

Atoms and positions in Å:
C (-0.080, 0.048, 4.733)
N (-1.043, -0.120, 3.627)
C (-2.329, 0.534, 3.917)
B (-1.191, -1.533, 3.247)
O (-2.096, -2.297, 3.918)
C (-0.350, -2.143, 2.041)
C (-1.055, -2.022, 0.680)
N (-0.884, -0.725, 0.015)
C (0.193, 0.028, 0.291)
N (0.496, 1.062, -0.497)
N (1.004, -0.182, 1.363)
C (1.055, -1.537, 1.923)
H (-0.052, -0.803, 5.422)
H (-0.344, 0.933, 5.307)
H (0.939, 0.191, 4.362)
H (-2.144, 1.550, 4.263)
H (-2.927, 0.001, 4.662)
H (-2.915, 0.608, 3.002)
H (-1.910, -3.237, 3.969)
H (-0.239, -3.219, 2.216)
H (-2.128, -2.186, 0.778)
H (-0.692, -2.793, 0.000)
H (-1.728, -0.147, -0.058)
H (-0.219, 1.623, -0.934)
H (1.466, 1.259, -0.681)
H (0.834, 0.541, 2.055)
H (1.519, -1.465, 2.902)
H (1.713, -2.136, 1.293)
C (-3.835, 5.550, 0.229)
C (-4.179, 4.088, 0.218)
C (-3.848, 3.299, 1.470)
O (-3.649, 1.974, 0.939)
C (-3.244, 2.108, -0.338)
O (-2.821, 1.200, -1.003)
O (-3.376, 3.366, -0.759)
H (-3.840, 5.944, -0.786)
H (-4.571, 6.098, 0.815)
H (-2.846, 5.721, 0.657)
H (-5.224, 3.932, -0.060)
H (-4.631, 3.282, 2.221)
H (-2.907, 3.632, 1.915)
C (1.867, -2.930, -2.031)
C (1.708, -4.412, -1.803)
C (1.546, -4.780, -0.348)
O (2.040, -6.109, -0.290)
C (2.957, -6.235, -1.300)
O (3.698, -7.148, -1.422)
O (2.897, -5.154, -2.121)
H (2.266, -2.721, -3.022)
H (0.908, -2.418, -1.953)
H (2.561, -2.512, -1.297)
H (0.894, -4.826, -2.404)
H (0.516, -4.742, 0.001)
H (2.184, -4.124, 0.256)
C (4.119, 2.883, -3.130)
C (3.421, 1.870, -3.994)
C (2.351, 2.398, -4.929)
O (1.490, 1.260, -5.072)
C (1.598, 0.516, -3.956)
O (0.888, -0.395, -3.669)
O (2.635, 0.951, -3.193)
H (4.645, 2.387, -2.315)
H (4.849, 3.436, -3.720)
H (3.408, 3.592, -2.701)
H (4.143, 1.268, -4.551)
H (2.711, 2.711, -5.904)
H (1.779, 3.206, -4.465)

## Properties
* total charge: +1
* orbital gap: 0.3295 Eh

---

Record 2
Density functional theory data (ωB97M-V/def2-TZVPD) for a cluster of 7 separate species, C24H57BF4NO15P3 in total at a distorted geometry.

Atoms and positions in Å:
C (7.229, 50.461, 51.847)
C (6.862, 50.263, 50.430)
C (5.381, 50.031, 50.214)
C (4.620, 51.429, 50.130)
C (5.133, 52.089, 48.936)
C (6.654, 52.499, 49.048)
N (7.469, 51.334, 49.525)
O (8.717, 51.263, 49.217)
C (6.911, 53.606, 50.106)
C (7.198, 52.973, 47.613)
C (7.598, 48.883, 50.062)
H (6.859, 51.418, 52.223)
H (8.226, 50.294, 51.804)
H (6.858, 49.531, 52.593)
H (4.762, 49.416, 51.002)
H (5.454, 49.377, 49.334)
H (4.601, 52.066, 50.977)
H (3.607, 51.038, 49.988)
H (4.488, 52.993, 48.845)
H (4.892, 51.434, 48.245)
H (6.693, 53.444, 51.049)
H (6.159, 54.375, 49.885)
H (7.937, 53.862, 49.969)
H (8.244, 53.297, 47.558)
H (6.597, 53.785, 47.243)
H (7.211, 52.072, 46.986)
H (7.103, 48.140, 50.429)
H (8.650, 48.723, 50.363)
H (7.748, 48.698, 49.048)
B (4.303, 46.512, 50.585)
F (5.474, 46.026, 49.984)
F (3.596, 47.286, 49.659)
F (3.495, 45.392, 50.838)
F (4.538, 47.167, 51.716)
C (5.378, 46.996, 54.747)
C (4.379, 46.028, 55.503)
O (4.825, 45.208, 56.293)
C (2.944, 46.064, 55.160)
H (6.106, 47.559, 55.465)
H (5.012, 47.784, 53.988)
H (6.074, 46.469, 54.263)
H (2.565, 47.102, 54.909)
H (2.109, 45.679, 55.926)
H (2.727, 45.274, 54.356)
C (9.346, 45.600, 49.857)
C (9.170, 44.520, 48.747)
O (9.644, 43.398, 48.725)
C (8.261, 44.904, 47.582)
H (8.480, 45.965, 50.120)
H (10.126, 46.355, 49.404)
H (9.760, 44.974, 50.759)
H (8.391, 44.171, 46.887)
H (8.128, 45.970, 47.202)
H (7.310, 44.879, 48.182)
C (0.794, 46.412, 44.014)
O (1.689, 45.469, 43.558)
P (3.038, 45.279, 44.378)
O (3.878, 46.423, 44.035)
O (2.847, 45.293, 45.944)
C (4.012, 45.020, 46.896)
O (3.915, 44.063, 43.824)
C (3.758, 43.539, 42.473)
H (1.315, 47.362, 44.115)
H (0.561, 46.194, 45.033)
H (-0.075, 46.513, 43.487)
H (4.056, 45.170, 47.930)
H (4.818, 45.653, 46.406)
H (4.165, 43.868, 46.741)
H (2.812, 43.947, 41.923)
H (3.711, 42.553, 42.639)
H (4.561, 43.900, 42.047)
C (6.948, 49.338, 44.634)
O (5.680, 48.752, 44.992)
P (4.255, 49.552, 44.796)
O (4.504, 50.867, 45.399)
O (4.167, 49.761, 43.198)
C (3.134, 48.993, 42.423)
O (2.867, 48.903, 45.270)
C (2.756, 48.438, 46.664)
H (7.713, 48.536, 44.559)
H (7.121, 50.257, 45.194)
H (6.848, 49.702, 43.686)
H (2.969, 49.090, 41.320)
H (2.184, 49.143, 42.978)
H (3.403, 48.019, 42.093)
H (3.015, 49.479, 47.135)
H (3.332, 47.585, 46.797)
H (1.783, 48.241, 47.013)
C (5.198, 42.865, 53.799)
O (6.009, 41.703, 53.344)
P (5.520, 40.927, 51.980)
O (4.013, 40.866, 52.081)
O (6.067, 41.871, 50.773)
C (5.476, 43.105, 50.467)
O (6.211, 39.453, 52.059)
C (5.313, 38.366, 52.274)
H (5.300, 42.970, 54.938)
H (4.055, 42.976, 53.625)
H (5.649, 43.689, 53.441)
H (6.012, 43.462, 49.728)
H (5.745, 43.624, 51.374)
H (4.495, 43.410, 50.276)
H (5.052, 38.249, 53.359)
H (5.854, 37.676, 51.965)
H (4.619, 38.299, 51.559)

## Properties
* orbital gap: 0.1850 Eh
* relative energy (zero: lowest compared OMol25 entry of this formula, charge and spin): 255.1 kJ/mol

---

Record 3
Density functional theory data (ωB97M-V/def2-TZVPD) for a structure of composition C19H44N3O2P2Y at a distorted geometry.

Atoms and positions in Å:
Y (-0.841, 0.030, -0.533)
P (0.324, -2.464, -0.787)
P (0.320, 2.536, -0.530)
N (0.177, 0.128, -2.569)
C (0.409, -2.413, -2.641)
H (1.183, -3.132, -2.955)
H (-0.548, -2.752, -3.064)
C (0.755, -1.032, -3.240)
H (1.861, -0.923, -3.275)
H (0.442, -1.015, -4.305)
C (0.745, 1.354, -3.119)
H (0.426, 1.446, -4.178)
H (1.851, 1.255, -3.170)
C (0.396, 2.666, -2.381)
H (-0.564, 3.042, -2.764)
H (1.165, 3.417, -2.624)
C (1.781, 3.468, 0.064)
C (2.104, 3.159, 1.536)
H (3.030, 3.686, 1.806)
H (2.276, 2.089, 1.701)
H (1.312, 3.504, 2.216)
C (-1.227, 3.475, -0.063)
C (-1.345, 3.665, 1.455)
H (-2.347, 4.060, 1.683)
H (-0.610, 4.385, 1.845)
H (-1.241, 2.723, 2.013)
C (-1.225, -3.443, -0.417)
C (-1.344, -3.784, 1.074)
H (-2.346, -4.200, 1.261)
H (-1.240, -2.903, 1.724)
H (-0.609, -4.540, 1.390)
C (1.784, -3.448, -0.286)
C (2.102, -3.288, 1.211)
H (3.030, -3.838, 1.428)
H (1.310, -3.701, 1.850)
H (2.272, -2.240, 1.484)
C (1.472, -0.002, 0.048)
O (2.632, -0.009, 0.227)
C (-1.454, 4.787, -0.814)
H (-0.746, 5.568, -0.512)
H (-1.404, 4.668, -1.900)
H (-2.463, 5.148, -0.570)
C (-1.452, -4.673, -1.295)
H (-2.461, -5.057, -1.088)
H (-1.404, -4.446, -2.365)
H (-0.743, -5.479, -1.074)
C (1.745, -4.927, -0.681)
H (2.741, -5.357, -0.501)
H (1.036, -5.500, -0.069)
H (1.516, -5.078, -1.742)
C (1.741, 4.981, -0.178)
H (1.033, 5.488, 0.490)
H (2.736, 5.391, 0.044)
H (1.509, 5.240, -1.218)
H (2.602, 3.047, -0.546)
H (2.606, -2.966, -0.848)
H (-2.040, 2.783, -0.370)
H (-2.037, -2.722, -0.654)
H (-1.691, 0.050, -2.428)
H (-2.311, 0.002, -1.851)
C (-3.386, -0.186, 3.529)
N (-1.952, -0.198, 3.810)
C (-1.010, -0.147, 2.875)
N (0.288, -0.162, 3.261)
O (-1.307, -0.085, 1.623)
H (-3.557, -0.129, 2.451)
H (-3.853, 0.677, 4.015)
H (-3.849, -1.099, 3.920)
H (-1.642, -0.246, 4.775)
H (1.011, -0.123, 2.551)
H (0.527, -0.211, 4.245)

## Properties
* total charge: +2
* orbital gap: 0.2940 Eh
* relative energy (zero: lowest compared OMol25 entry of this formula, charge and spin): 54.6 kJ/mol

---

Record 4
Density functional theory data (ωB97M-V/def2-TZVPD) for an isolated molecule of C5H7NO at a distorted geometry.

Atoms and positions in Å:
C (-0.243, -0.359, 2.026)
C (0.325, 0.078, 0.701)
C (0.774, 0.479, -1.654)
C (-0.865, 0.044, -0.319)
O (-0.522, 0.406, -1.648)
C (1.098, 0.279, -2.993)
N (1.608, 0.171, -4.011)
H (-1.063, 0.299, 2.322)
H (0.529, -0.355, 2.798)
H (-0.642, -1.374, 1.944)
H (0.744, 1.089, 0.793)
H (1.174, -0.578, 0.468)
H (-1.312, -0.955, -0.412)
H (-1.604, 0.776, -0.016)

## Properties
* orbital gap: 0.3239 Eh
* relative energy (zero: lowest compared OMol25 entry of this formula, charge and spin): 409.0 kJ/mol

---

Record 5
Density functional theory data (ωB97M-V/def2-TZVPD) for an isolated molecule of C7H10.

Atoms and positions in Å:
C (-1.099, 0.296, -1.658)
C (-0.200, 1.270, -1.542)
C (0.766, 1.023, -0.410)
C (0.159, -0.186, 0.314)
C (-1.019, -0.701, -0.531)
C (0.019, -0.210, 1.809)
C (1.048, -1.075, 1.136)
H (-1.850, 0.226, -2.440)
H (-0.130, 2.133, -2.198)
H (1.758, 0.782, -0.823)
H (0.901, 1.887, 0.253)
H (-0.906, -1.741, -0.865)
H (-1.948, -0.656, 0.050)
H (0.344, 0.649, 2.389)
H (-0.867, -0.708, 2.199)
H (0.903, -2.153, 1.123)
H (2.089, -0.770, 1.230)

## Properties
* orbital gap: 0.3734 Eh
* relative energy (zero: lowest compared OMol25 entry of this formula, charge and spin): 117.3 kJ/mol

---

Record 6
Density functional theory data (ωB97M-V/def2-TZVPD) for a structure of composition C19H21N2O4PPdS3.

Atoms and positions in Å:
Pd (0.014, 0.258, 1.005)
O (4.309, 0.000, -0.165)
S (3.295, -0.427, 0.775)
O (3.753, -0.852, 2.075)
N (2.116, 0.663, 0.843)
C (2.404, 2.007, 0.872)
C (3.626, 2.597, 1.139)
C (3.784, 3.993, 1.094)
C (2.747, 4.831, 0.792)
C (1.475, 4.273, 0.525)
C (0.338, 5.054, 0.225)
C (-0.863, 4.454, -0.008)
C (-0.950, 3.051, 0.055)
N (0.087, 2.295, 0.331)
C (1.304, 2.874, 0.568)
C (2.445, -1.800, 0.035)
C (1.887, -1.649, -1.227)
C (1.264, -2.730, -1.826)
C (1.211, -3.954, -1.167)
C (1.774, -4.094, 0.093)
C (2.394, -3.010, 0.703)
H (4.473, 1.972, 1.382)
H (4.762, 4.406, 1.310)
H (2.874, 5.906, 0.768)
H (0.439, 6.133, 0.190)
H (-1.751, 5.030, -0.231)
H (-1.892, 2.547, -0.093)
H (1.929, -0.684, -1.716)
H (0.810, -2.619, -2.803)
H (0.720, -4.798, -1.636)
H (1.716, -5.041, 0.612)
H (2.820, -3.082, 1.693)
C (-2.641, -3.986, 0.422)
C (-1.991, -2.668, 0.075)
O (-2.647, -1.646, 0.844)
P (-2.155, -0.111, 0.699)
S (-3.472, 1.020, 1.612)
S (0.029, -1.418, 2.464)
O (-2.218, 0.099, -0.933)
C (-3.420, 0.487, -1.602)
C (-4.411, -0.655, -1.729)
H (-2.174, -4.790, -0.151)
H (-3.708, -3.965, 0.193)
H (-2.517, -4.197, 1.484)
H (-2.091, -2.440, -0.989)
H (-0.931, -2.678, 0.332)
H (-3.100, 0.836, -2.586)
H (-3.880, 1.320, -1.064)
H (-3.965, -1.498, -2.259)
H (-5.290, -0.323, -2.286)
H (-4.730, -0.988, -0.742)

## Properties
* multiplicity: 2
* total charge: -1
* orbital gap (spin up / spin down): 0.2698 / 0.2436 Eh
* relative energy (zero: lowest compared OMol25 entry of this formula, charge and spin): 0.0 kJ/mol

---

Record 7
Density functional theory data (ωB97M-V/def2-TZVPD) for a cluster of 4 separate species, C4H13NO3 in total at a distorted geometry.

Atoms and positions in Å:
C (-0.192, 1.608, -0.961)
C (-0.452, 0.224, -0.790)
N (-1.020, -0.103, 0.521)
C (-1.994, 0.806, 1.061)
C (-1.469, -1.481, 0.609)
O (-0.066, -0.702, -1.464)
H (0.320, 1.899, -1.871)
H (-0.466, 2.400, -0.288)
H (-2.080, 0.803, -1.477)
H (-2.279, 0.551, 2.087)
H (-1.760, 1.863, 1.118)
H (-2.968, 0.678, 0.546)
H (-2.405, -1.654, 0.071)
H (-1.594, -1.761, 1.653)
H (-0.631, -2.083, 0.270)
H (3.180, -1.068, -0.444)
H (2.623, -0.802, -1.840)
O (3.252, -0.459, -1.185)
H (0.563, 0.227, 1.477)
H (1.463, 0.695, 2.699)
O (1.442, 0.162, 1.907)

## Properties
* orbital gap: 0.2813 Eh
* relative energy (zero: lowest compared OMol25 entry of this formula, charge and spin): 537.9 kJ/mol

---

Record 8
Density functional theory data (ωB97M-V/def2-TZVPD) for a cluster of 3 separate species, C26H50Cl3FN3O3 in total at a distorted geometry.

Atoms and positions in Å:
C (5.043, 1.704, 3.744)
C (4.872, 2.205, 2.309)
C (3.501, 1.930, 1.728)
Cl (3.609, 1.905, -0.036)
N (2.431, 2.932, 2.218)
F (3.070, 3.771, 3.106)
C (1.889, 3.891, 1.157)
O (1.041, 4.758, 1.815)
C (1.464, 6.131, 1.830)
C (1.318, 2.292, 2.983)
Cl (1.156, 2.786, 4.592)
C (0.491, 1.393, 2.487)
C (-0.639, 0.806, 3.247)
Cl (0.685, 0.820, 0.891)
H (6.097, 1.524, 3.904)
H (4.772, 2.475, 4.454)
H (4.482, 0.798, 3.930)
H (5.552, 1.639, 1.687)
H (5.174, 3.238, 2.204)
H (3.176, 0.960, 2.069)
H (1.317, 3.323, 0.440)
H (2.728, 4.411, 0.715)
H (0.629, 6.701, 2.204)
H (2.295, 6.253, 2.516)
H (1.721, 6.477, 0.837)
H (-0.319, -0.050, 3.830)
H (-1.381, 0.463, 2.534)
H (-1.111, 1.544, 3.876)
C (-4.441, 0.097, -1.088)
C (-4.213, -0.670, 0.246)
C (-5.123, -1.899, 0.340)
C (-6.575, -1.585, 0.689)
C (-6.640, -0.718, 1.946)
C (-5.820, 0.563, 1.814)
N (-4.413, 0.248, 1.410)
O (-3.712, -0.138, 2.432)
C (-6.506, 1.498, 0.801)
C (-5.813, 1.316, 3.137)
C (-2.776, -1.160, 0.220)
H (-4.875, 1.082, -0.947)
H (-3.496, 0.273, -1.603)
H (-5.087, -0.456, -1.769)
H (-4.728, -2.572, 1.108)
H (-5.074, -2.448, -0.601)
H (-7.074, -1.093, -0.150)
H (-7.116, -2.516, 0.860)
H (-7.676, -0.456, 2.167)
H (-6.277, -1.299, 2.799)
H (-5.901, 2.388, 0.620)
H (-7.464, 1.825, 1.199)
H (-6.717, 1.027, -0.156)
H (-5.452, 0.702, 3.960)
H (-6.828, 1.626, 3.380)
H (-5.191, 2.210, 3.077)
H (-2.081, -0.318, 0.254)
H (-2.593, -1.714, -0.700)
H (-2.550, -1.823, 1.053)
C (2.264, -0.648, -2.266)
C (2.741, -2.101, -1.997)
C (4.272, -2.190, -2.000)
C (4.903, -2.168, -3.390)
C (4.258, -3.230, -4.278)
C (2.741, -3.080, -4.360)
N (2.141, -3.037, -2.989)
O (2.051, -4.231, -2.491)
C (2.401, -1.814, -5.168)
C (2.145, -4.244, -5.139)
C (2.263, -2.444, -0.590)
H (1.740, -0.530, -3.210)
H (1.550, -0.327, -1.507)
H (3.094, 0.061, -2.260)
H (4.572, -3.119, -1.505)
H (4.676, -1.376, -1.393)
H (4.809, -1.175, -3.840)
H (5.973, -2.363, -3.306)
H (4.676, -3.184, -5.284)
H (4.506, -4.221, -3.884)
H (1.325, -1.633, -5.174)
H (2.719, -1.944, -6.201)
H (2.898, -0.916, -4.806)
H (2.422, -5.208, -4.717)
H (2.511, -4.216, -6.164)
H (1.057, -4.182, -5.166)
H (1.174, -2.482, -0.541)
H (2.612, -1.669, 0.096)
H (2.653, -3.397, -0.240)

## Properties
* multiplicity: 3
* total charge: +1
* orbital gap (spin up / spin down): 0.2671 / 0.3028 Eh